A molecular structure, C33H26AsF6IrN4O2S2, computed with ωB97M-V/def2-TZVPD.

Last column: Mulliken charge in e.
Atoms and positions in Å:
Ir -0.46092 0.33334 -0.27315  3.0720
C -0.44498 -2.48009 -1.68068  -1.0656
N -1.32686 -1.69158 -0.78808  -0.2667
C -2.46090 -1.10908 -1.55938  -0.9349
C -3.29957 -0.14305 -0.71735  -0.8468
N -2.49902 0.69829 0.25614  0.6296
C -2.91945 0.39236 1.65098  -1.4023
C -2.75664 2.15475 0.10802  -0.4007
C -4.05054 2.61601 -0.06906  -0.2044
C -4.30271 3.97737 -0.10213  -1.1260
C -3.25515 4.87173 0.06426  -0.6840
C -1.96619 4.40725 0.24972  -0.6502
C -1.69912 3.04105 0.27238  1.0461
S -0.05293 2.45752 0.50013  -0.7155
C -1.81360 -2.59258 0.26943  0.1995
C -2.73629 -3.57099 -0.11581  -0.8181
C -3.23970 -4.50708 0.76231  -0.9527
C -2.80256 -4.50109 2.07953  -0.8464
C -1.87656 -3.56286 2.47396  -0.9221
C -1.36609 -2.59684 1.59235  0.9392
S -0.30823 -1.48840 2.45996  -0.4224
H -0.95500 -3.38028 -2.03262  0.4585
H 0.44268 -2.77282 -1.12033  0.2408
H -0.16025 -1.86432 -2.52852  0.2592
H -3.12376 -1.87317 -1.97114  0.6765
H -2.02475 -0.59479 -2.40998  0.3338
H -4.05372 -0.68546 -0.14508  0.3897
H -3.80268 0.51630 -1.41997  0.6365
H -3.95231 0.71615 1.79115  0.4822
H -2.27020 0.93781 2.33191  0.2583
H -2.84795 -0.67147 1.84082  0.4170
H -4.87132 1.91964 -0.18850  0.4588
H -5.31037 4.33409 -0.26573  0.4053
H -3.44041 5.93717 0.02741  0.3914
H -1.14075 5.10075 0.34520  0.4555
H -3.06347 -3.61223 -1.14464  0.3838
H -3.95726 -5.23907 0.41778  0.4208
H -3.17307 -5.22682 2.79088  0.4062
H -1.52487 -3.55472 3.49901  0.4416
N 6.06455 -2.42316 6.41327  -0.5190
C 5.33371 -2.05422 5.60699  -0.0366
C 4.42056 -1.59290 4.59607  0.5713
C 4.22271 -0.22774 4.40794  -0.8118
C 3.34604 0.21003 3.43258  -0.6047
C 2.65122 -0.70309 2.63971  -0.2135
C 2.86685 -2.06737 2.82766  0.1204
C 3.74249 -2.51290 3.79981  -1.0029
C 1.75384 -0.19750 1.57846  1.4021
C 0.47524 -0.45716 1.27809  -0.4774
H 4.75299 0.48172 5.02830  0.4582
H 3.18971 1.27035 3.28484  0.5041
H 2.34870 -2.78072 2.20257  0.5439
H 3.91285 -3.57145 3.94056  0.4569
F -1.27563 1.33359 -2.11025  -1.1262
As -1.56931 2.14293 -3.73344  2.2157
F 0.14540 2.17889 -3.93175  -0.4842
F -1.62030 0.54482 -4.39250  -0.4722
F -1.86531 2.86346 -5.25423  -0.4800
F -3.25781 2.00389 -3.35792  -0.4780
F -1.51392 3.65191 -2.91713  -0.4590
O 2.50984 0.75840 0.80575  -0.2665
C 2.44182 0.66459 -0.49044  0.8085
N 1.38979 0.26457 -1.13900  0.4139
C 1.73828 0.21193 -2.54492  -0.3998
O 1.03171 -0.22400 -3.39696  -0.5192
C 3.12753 0.75098 -2.65377  0.0768
C 3.93469 0.95505 -3.74700  -0.4666
C 5.21608 1.45091 -3.50227  -0.5811
C 5.65747 1.71006 -2.20987  -0.6821
C 4.83452 1.48858 -1.10611  -0.2401
C 3.56818 1.01459 -1.36635  -0.3632
H 3.58288 0.74832 -4.74847  0.5613
H 5.88142 1.63960 -4.33416  0.4199
H 6.65781 2.09322 -2.05965  0.4209
H 5.17085 1.68701 -0.09766  0.5660

Values from the calculation:
molar mass = 955.86 Da
orbital gap = 6.3 eV
total charge = 0
lowest unoccupied orbital energy = -1.27 eV

***

A single C7H14O molecule in a non-equilibrium geometry, computed with ωB97M-V/def2-TZVPD.

Last column: Mulliken charge in e.
Atoms and positions in Å:
C 0.29591 -2.01425 -0.40471  -1.0520
O -0.46101 1.63319 -0.54220  -0.7070
C -0.55019 -0.82728 -0.68150  0.3601
C -1.91872 -0.75496 -0.06359  -1.1889
C 0.34789 0.51068 -0.38383  1.3154
C 1.43615 0.33516 -1.39682  -1.3068
C 0.96166 0.48373 1.05861  -0.8014
C 0.03105 0.79734 2.22872  -1.1840
H -0.20956 -2.59174 0.41697  0.4251
H 2.40364 0.69922 -1.14035  0.3615
H 0.51172 -2.67684 -1.22439  0.3122
H -0.80558 -0.71684 -1.89674  0.2467
H -1.95623 -0.13876 0.78519  0.2792
H -2.19225 -1.89176 0.11119  0.3393
H -2.70340 -0.25846 -0.78871  0.2670
H 1.16624 0.68361 -2.40062  0.3528
H 1.25372 -0.77000 -1.28850  0.2378
H 1.43956 -0.38634 0.99358  0.5330
H 1.80795 1.29347 0.96826  0.3144
H 0.58677 0.84551 3.21324  0.3661
H -0.72821 -0.05090 2.38896  0.2221
H -0.50873 1.71184 2.05823  0.3073

Values from the calculation:
molar mass = 114.19 Da
orbital gap = 6.1 eV
total charge = 0
lowest unoccupied orbital energy = -2.59 eV

***

A molecular structure, C16H49GaIN7O2P3S in a non-equilibrium geometry, computed with ωB97M-V/def2-TZVPD.

Last column: Mulliken charge in e.
Atoms and positions in Å:
C 1.09194 1.26584 6.00127  -0.8887
N 0.22421 1.21489 4.81185  -0.2719
C -1.06961 1.88246 5.13035  -0.8768
Ga -2.64822 0.59577 5.20007  -0.0108
S -2.26878 -0.95804 6.87712  -0.4335
I -2.67720 -0.71388 2.93331  -0.4158
P -4.55705 1.90746 5.50264  0.1794
C -4.16010 3.06074 6.89611  -1.0185
C -6.04989 0.91141 5.94303  -0.9954
H 0.53654 0.91147 6.86563  0.2393
H 1.95314 0.62131 5.81108  0.2863
H 1.47988 2.27690 6.18302  0.3411
H 0.67714 1.84377 4.15823  0.2321
H -1.32453 2.59068 4.33756  0.4150
H -1.04664 2.43621 6.07567  0.4511
H -1.15430 -0.56948 7.50422  -0.0097
H -4.11588 2.57884 7.87593  0.2717
H -4.87538 3.88075 6.90079  0.3644
H -3.16115 3.45139 6.70276  0.2837
H -5.93592 0.31573 6.84951  0.2756
H -6.31853 0.29206 5.08966  0.3000
H -6.88419 1.60255 6.08654  0.3272
O -0.26984 4.25751 -1.07900  -0.8406
P -0.90016 3.21163 -1.94706  0.6075
N -1.26003 1.99759 -0.80389  0.1943
C -1.31316 0.56967 -1.04154  -0.3008
C -2.15570 2.37709 0.28878  -0.6846
N 0.48930 2.82616 -2.93478  0.3066
C 1.25152 1.62091 -2.65581  -1.0986
C 1.40537 3.94470 -3.12106  -1.0898
N -1.95907 2.71538 -3.17847  0.1500
C -3.37580 2.99452 -2.95696  -1.0788
C -1.68480 1.85285 -4.30691  -0.8463
H -2.26469 0.23634 -1.48772  0.1605
H -1.20099 0.04969 -0.08814  0.3275
H -0.49892 0.21409 -1.66530  -0.2320
H -3.20617 2.41644 -0.03221  0.2867
H -1.88901 3.35419 0.69222  0.3024
H -2.07800 1.65645 1.10266  0.0139
H 1.55036 1.55123 -1.59965  0.3511
H 2.15651 1.59253 -3.26799  0.4221
H 0.71035 0.72109 -2.93605  0.0954
H 2.06657 4.09151 -2.25806  0.3263
H 0.86366 4.87453 -3.28623  0.3886
H 2.02682 3.76279 -4.00313  0.2960
H -3.90323 2.12643 -2.54321  0.3142
H -3.87051 3.28654 -3.88647  0.3738
H -3.50145 3.82569 -2.26066  0.3468
H -1.56414 0.80756 -4.00470  0.2441
H -0.80360 2.16893 -4.85825  0.2682
H -2.51926 1.89149 -5.01283  0.3761
O 1.42179 -1.63487 -3.03330  -0.8995
P 2.24041 -2.61269 -2.25513  0.5530
N 3.64297 -2.70124 -3.24507  0.1927
C 4.52403 -3.83323 -3.40527  -0.8163
C 4.34629 -1.44074 -3.44964  -0.9088
N 1.20916 -4.01133 -2.41300  0.2528
C 1.51475 -5.05623 -3.37364  -1.1613
C -0.20933 -3.66909 -2.52257  -1.0254
N 2.90532 -3.19968 -0.82134  0.2479
C 3.77459 -2.27697 -0.09155  -1.0303
C 2.91708 -4.55871 -0.32645  -0.8371
H 5.26214 -3.93429 -2.59264  0.2392
H 5.07960 -3.72344 -4.33945  0.3819
H 3.98715 -4.77118 -3.49814  0.1538
H 4.94704 -1.15335 -2.57514  0.3090
H 3.63955 -0.63637 -3.65426  0.1134
H 5.01300 -1.50548 -4.31194  0.3874
H 1.68367 -4.66531 -4.38710  0.3271
H 0.68895 -5.76851 -3.41761  0.4003
H 2.37798 -5.65104 -3.06843  0.2803
H -0.48535 -3.35964 -3.53753  0.3179
H -0.47298 -2.86076 -1.84370  0.3120
H -0.81407 -4.53729 -2.25059  0.3316
H 4.83447 -2.44958 -0.31840  0.2937
H 3.63353 -2.37221 0.98593  0.4032
H 3.53949 -1.24168 -0.34576  0.2523
H 3.60728 -5.19538 -0.89074  0.2563
H 1.92733 -5.00581 -0.33611  0.2586
H 3.24671 -4.56826 0.71467  0.3878

Values from the calculation:
molar mass = 693.23 Da
orbital gap = 6.1 eV
total charge = -1
lowest unoccupied orbital energy = 2.11 eV

***

A single C5H7NO molecule in a non-equilibrium geometry, computed with ωB97M-V/def2-TZVPD.

Last column: Mulliken charge in e.
Atoms and positions in Å:
C -1.88881 0.59455 -0.33266  -1.1868
C -0.46105 0.22115 -0.12251  0.3822
C 0.46074 1.04147 0.37983  -0.4217
N 1.73243 0.43950 0.43827  -0.0547
C 1.64268 -0.89447 0.09744  0.1738
O 2.55008 -1.69938 0.10074  -0.6194
C 0.16237 -1.14122 -0.23197  -0.2713
H -2.15565 0.41770 -1.37970  0.2815
H -2.02684 1.66517 -0.13880  0.3236
H -2.58914 0.02774 0.29060  0.2926
H 0.17893 1.85224 1.03240  0.3175
H 2.61895 0.92358 0.46453  0.2345
H -0.25532 -1.76664 0.57269  0.2193
H 0.03064 -1.68140 -1.17086  0.3290

Values from the calculation:
molar mass = 97.12 Da
orbital gap = 9.3 eV
SMILES string = CC1=CNC(=O)C1
total charge = 0
lowest unoccupied orbital energy = 0.84 eV

***

A molecular structure, C37H41Br2CsN8O4 in a non-equilibrium geometry, computed with ωB97M-V/def2-TZVPD.

Last column: Mulliken charge in e.
Atoms and positions in Å:
Cs -0.21335 0.98762 0.48744  0.9460
O 0.28145 -5.18338 0.85884  -0.9448
C -0.64325 -5.53818 0.04674  0.4295
C -0.59575 -6.78148 -0.63646  -0.5875
C -1.57135 -7.17368 -1.52016  -0.3953
C -2.66725 -6.36148 -1.77196  -0.7288
C -2.76715 -5.15278 -1.10066  -0.4539
C -1.79445 -4.73278 -0.21816  0.1405
C -2.01445 -3.45088 0.55774  0.2689
O -0.88325 -2.98468 1.22044  -0.2909
N -2.56925 -2.40388 -0.29396  0.2165
N -1.98855 -2.14668 -1.44616  -0.3226
C -2.23735 -1.06048 -2.06606  -0.9662
C -1.56635 -0.72828 -3.31246  0.1990
Br 0.04185 0.35362 -3.07566  -0.2237
C -1.93765 -0.98888 -4.55886  -0.7061
C -1.15595 -0.57488 -5.74436  0.1337
C -1.37155 0.64682 -6.37186  -0.0758
C -0.59605 1.02512 -7.45466  -0.5102
C 0.39965 0.18592 -7.92696  -0.3771
C 0.63055 -1.02648 -7.29776  -0.5561
C -0.14245 -1.40278 -6.21496  -0.1345
H -0.24005 -3.78098 1.17724  0.3678
H 0.25825 -7.41658 -0.44006  0.3751
H -1.49035 -8.13538 -2.01836  0.3219
H -3.43075 -6.66448 -2.47716  0.3529
H -3.62645 -4.51098 -1.26206  0.3228
H -2.82185 -3.62168 1.30744  -0.0273
H -2.97495 -1.61788 0.22134  0.1905
H -2.85825 -0.26558 -1.63526  0.5720
H -2.83605 -1.56888 -4.73296  0.4201
H -2.13415 1.31212 -5.99466  0.4077
H -0.76215 1.98322 -7.93006  0.3538
H 1.00255 0.48012 -8.77676  0.3474
H 1.42165 -1.67708 -7.64736  0.3574
H 0.04465 -2.33778 -5.70826  0.4554
C 3.22255 0.80272 6.12754  -1.3614
C 1.91955 0.18502 5.71014  0.9097
C 1.38775 -0.92028 6.38844  -0.4620
C 0.16095 -1.44118 5.97034  -0.4330
C -0.45825 -0.82038 4.90864  0.0507
Br -2.19855 -1.38588 4.41924  -0.2159
N 0.02345 0.20722 4.23634  -0.2004
C 1.20635 0.68462 4.63484  -0.5155
H 3.43795 0.57552 7.17144  0.3878
H 3.18885 1.88362 5.99964  0.3562
H 4.03595 0.41462 5.51274  0.2486
H 1.90295 -1.34728 7.23804  0.3745
H -0.29515 -2.28558 6.46514  0.4025
H 1.56785 1.53042 4.06514  0.4325
C 2.53465 -2.56288 0.70334  -1.3951
N 2.86725 -1.18278 0.99644  0.6608
C 3.64595 -1.09908 2.20884  -1.0787
C 3.56695 -0.54808 -0.11896  -0.8827
C 3.62305 0.95652 0.01904  -0.2440
C 4.76295 1.55832 0.54314  -0.3256
C 4.81585 2.93252 0.71474  -0.5238
C 3.73985 3.70912 0.32094  -0.5178
C 2.63115 3.10042 -0.25166  -0.1980
C 2.52535 1.71782 -0.40286  -0.4863
H 3.42875 -3.17108 0.47914  0.3080
H 1.85615 -2.61488 -0.14456  0.3548
H 2.02685 -3.00658 1.55694  0.3500
H 4.59785 -1.66088 2.13164  0.2725
H 3.07125 -1.50708 3.04124  0.3232
H 3.87845 -0.05588 2.42114  0.2394
H 3.02025 -0.79958 -1.03116  0.4793
H 4.59415 -0.95988 -0.21116  0.3193
H 5.62755 0.95462 0.81614  0.3053
H 5.69815 3.39472 1.14954  0.3260
H 3.77575 4.78912 0.45064  0.3659
H 1.82485 3.74072 -0.60586  0.4293
O -2.49445 1.82352 -0.81236  -0.2388
N -2.38235 3.09632 -0.90406  -0.9071
N -1.81495 3.68422 0.08274  1.1467
O -1.34835 3.11552 1.13184  -0.8398
C -1.74225 5.07242 -0.01656  -0.1384
C -2.44645 5.78892 -0.98836  -0.3135
C -2.37505 7.16742 -1.00486  -0.4733
C -1.60915 7.85182 -0.06986  -0.4264
C -0.90045 7.13592 0.88354  -0.4919
C -0.96755 5.76012 0.91704  -0.2176
H -3.03615 5.25142 -1.71486  0.4363
H -2.92805 7.72402 -1.74976  0.3394
H -1.57025 8.93202 -0.07806  0.3609
H -0.29105 7.65432 1.61004  0.3355
H -0.43075 5.17592 1.64904  0.4448
N -4.64965 -0.37048 1.75284  -0.5552
N -3.49765 0.46532 1.71334  0.0229
H -5.51095 0.14192 1.96854  0.2276
H -4.49485 -1.04298 2.50204  0.1085
H -3.48875 1.18202 2.43694  0.1991
H -3.42605 0.93632 0.81354  0.0466

Values from the calculation:
molar mass = 954.50 Da
orbital gap = 4.7 eV
total charge = -2
lowest unoccupied orbital energy = 3.62 eV

***

3 unconnected molecules or ions with the total composition C4H13O4 in a non-equilibrium geometry, computed with ωB97M-V/def2-TZVPD.

Last column: Mulliken charge in e.
Atoms and positions in Å:
C -1.71129 -0.87342 -0.17726  -0.4117
O -2.68200 -0.55164 -1.07450  -0.5916
C -0.36467 -0.87073 -1.02310  -0.3893
C 0.81809 -1.40579 -0.22017  -0.4189
C 1.72513 -0.25184 0.23620  -1.0361
O 1.03959 0.81710 0.78017  -0.8724
H -1.88123 -0.15747 0.55935  0.2190
H -2.06534 -1.85237 0.29752  0.2622
H -2.67031 0.46059 -1.19113  0.3399
H -0.15018 0.05803 -1.36475  0.1725
H -0.39207 -1.39053 -1.92415  0.4888
H 0.44822 -1.67628 0.73859  0.1988
H 1.28426 -2.21800 -0.78446  0.4020
H 2.43288 0.05351 -0.53092  0.3462
H 2.49158 -0.65782 0.79318  0.4781
H 0.31564 0.69133 2.54144  0.3745
H -0.73730 1.69209 2.14376  0.2993
O -0.40282 1.26813 2.93194  -0.6920
H 1.18306 2.30624 -1.57832  0.2693
H 0.80338 1.93269 -0.19980  0.3333
O 0.51538 2.62618 -0.95359  -0.7718

Values from the calculation:
molar mass = 125.14 Da
orbital gap = 7.8 eV
total charge = -1
lowest unoccupied orbital energy = 3.75 eV